Computed, not measured: the ion C2H7NO3P with charge -1, with wB97M-V/def2-TZVPD.

Net charge: -1
E_HOMO (eV): -4.90
E (eV): -19111.130
SMILES: C[C@H](O)[P@@](N)(=O)[O-]
Relative energy (zero: lowest compared OMol25 entry of this formula, charge and spin) (kJ/mol): 153.30
LUMO level (eV): 4.12
HOMO-LUMO gap (eV): 9.020

```
14
Properties=species:S:1:pos:R:3:forces:R:3
H -1.77497 -0.35905 -2.83159 -0.465 -0.367 0.300
O -0.78422 1.87240 -1.00458 -0.599 0.925 -0.272
O 0.96020 0.56052 -2.40763 -0.499 -0.591 -0.152
H -0.03145 -1.99973 -0.38402 -0.225 0.091 0.199
H 2.17951 -0.34300 1.38441 -1.457 1.522 -1.440
H 1.52244 1.29145 0.93292 0.071 2.800 1.001
N -1.75686 -0.71943 -1.86311 2.743 2.389 0.016
O 0.00299 -1.54510 0.47174 1.048 0.361 -1.174
P -0.15596 0.60370 -1.42179 -1.631 -1.858 -0.027
C 1.64820 0.35414 0.56029 3.070 -4.506 0.674
C 0.30857 -0.15044 0.17682 -3.245 0.145 3.359
H -2.41677 -0.12127 -1.35202 -0.039 -0.251 -0.293
H -0.43292 0.36973 0.99624 1.497 -0.923 -2.202
H 2.37403 0.32518 -0.26372 -0.270 0.262 0.012
```
Forces are in eV/Å.

Computed, not measured: a structure of composition C2H7NO4P2S2, with wB97M-V/def2-TZVPD.

Net charge: -2
E_HOMO (alpha / beta) (eV): 1.13 / -1.15
Spin multiplicity: 3
E (eV): -52116.927
LUMO level (alpha / beta) (eV): 4.95 / 3.66
HOMO-LUMO gap (alpha / beta) (eV): 3.824 / 4.811

```
18
Properties=species:S:1:pos:R:3:forces:R:3
H -1.40151 1.88382 -2.63625 1.160 0.248 -0.799
O -3.60057 0.02773 -1.02990 -1.014 0.447 -0.043
P 0.33395 -0.03833 -0.21592 -0.639 -0.359 -1.378
H 0.55247 2.05814 2.26668 0.447 -0.029 -0.445
H 2.93601 -1.19791 0.09515 -1.305 -1.430 -0.531
P -2.32252 0.28012 -1.71233 1.133 -0.041 0.733
H 0.10750 0.48924 1.45113 0.263 0.051 0.171
H 2.22572 -2.69031 -0.99114 0.720 1.071 2.241
O -1.85777 -0.44936 -2.90993 -0.104 -0.040 -0.932
C 2.11063 -2.03376 -0.00075 0.043 -0.039 -0.809
O -1.21976 -0.07337 -0.52128 -0.754 0.301 0.183
S 0.99796 0.15426 3.56034 0.564 -1.043 1.345
C 0.15254 1.06043 2.40934 -3.642 3.119 1.060
S 1.10287 1.52207 -1.14567 1.060 0.500 -0.563
O -2.07830 1.90563 -1.98198 -1.420 -1.037 0.995
H -1.01579 1.32711 2.58040 2.265 -1.191 0.102
N 0.73691 -1.55186 -0.17720 1.529 -1.191 0.198
H 2.23965 -2.67367 0.95931 -0.306 0.662 -1.528
```
Forces are in eV/Å.

Computed, not measured: a cluster of 2 separate species, C2H7NO4S in total, with wB97M-V/def2-TZVPD.

E_HOMO (eV): -10.61
E (eV): -22701.237
SMILES: CS(=O)(=O)OC=O.N
Relative energy (zero: lowest compared OMol25 entry of this formula, charge and spin) (kJ/mol): 106.80
LUMO level (eV): 0.47
HOMO-LUMO gap (eV): 11.083

```
15
Properties=species:S:1:pos:R:3:forces:R:3
H -3.39837 1.95507 -0.11567 -2.584 0.743 -0.170
H -2.55149 0.47460 -0.24787 -0.544 2.589 0.403
H 0.20891 -1.25090 -0.59021 -0.198 0.530 0.177
S 1.82972 0.19174 0.42942 -1.153 0.382 3.383
H -0.44425 -0.65401 0.97585 0.285 -0.338 0.988
O 2.34904 0.90946 -0.65605 0.168 0.507 -1.492
C 2.78454 -2.21345 1.09387 1.580 -2.219 0.796
O 1.79555 0.83081 1.73297 0.444 -1.420 -1.572
H -0.30130 0.43279 -0.27876 -0.953 1.937 -1.331
O 2.80441 -1.18533 0.32920 -0.453 2.804 -2.995
N -2.53259 1.54335 -0.07401 3.130 -3.413 -0.378
H -1.96758 1.91914 -0.82947 -0.123 0.108 0.077
O 2.39194 -2.19967 2.19158 -1.671 -0.440 2.951
C 0.13658 -0.40675 0.11696 2.283 -2.069 -0.270
H 3.33288 -3.08996 0.70295 -0.211 0.301 -0.567
```
Forces are in eV/Å.